Entry 1:
25
Properties=species:S:1:pos:R:3:forces:R:3 method="wB97M-V/def2-TZVPD" homo_lumo_gap_ha=0.4113 smiles=ClC(Cl)Cl.ClC(Cl)Cl.ClC(Cl)Cl.ClC(Cl)Cl.ClC(Cl)Cl e_lumo_ha=0.00621
Cl -1.095582 -4.023615 -6.101538 -0.012 0.242 0.294
C -1.168182 7.575245 1.704472 0.733 0.033 0.165
Cl -3.965852 -3.591265 -5.907148 0.256 -0.378 0.271
H -0.539502 0.107675 7.382572 0.083 -0.023 -0.275
Cl -0.544542 -1.713325 5.857042 0.369 -0.302 0.516
Cl -3.492102 -1.793255 -0.390858 1.027 0.858 -0.189
Cl 0.524858 7.009315 2.072922 -0.884 0.602 -0.235
Cl 5.318538 -3.207375 -2.800528 0.551 0.530 1.069
Cl -2.823352 -6.240695 -6.467528 -0.336 0.187 0.547
Cl 7.600868 -1.461895 -2.085618 -0.198 -0.015 -0.283
Cl -1.189832 0.906695 5.268782 -0.687 1.252 -0.400
C -2.635262 -4.717435 -5.556058 0.332 0.050 -0.789
C -0.238392 -0.031225 6.344232 0.500 -0.763 -0.071
H -2.463482 0.266555 0.267272 -0.185 -0.387 -0.105
C -2.271992 -0.441495 -0.539018 0.017 -0.277 1.008
H -2.557602 -4.895335 -4.483478 -0.239 -0.091 -0.314
Cl -1.199122 8.867615 0.464422 0.142 -0.527 0.674
H 5.417728 -1.378515 -1.255718 0.022 -0.323 -0.211
H -1.615612 7.921425 2.636172 0.361 0.285 -0.289
C 6.097218 -2.194955 -1.500288 -0.016 0.253 -0.528
Cl -2.114362 6.206125 1.209882 -0.352 -0.398 -0.316
Cl -2.425122 0.442195 -2.019978 -0.118 -0.043 -0.512
Cl -0.576192 -0.970065 -0.269368 -0.738 -0.160 -0.204
Cl 6.473558 -3.034635 -0.009668 -0.361 -0.444 -0.047
Cl 1.483328 0.392235 6.179012 -0.267 -0.161 0.222

=====

Entry 2:
14
Properties=species:S:1:pos:R:3:forces:R:3 method="wB97M-V/def2-TZVPD" homo_lumo_gap_ha="0.2470 / 0.2471" total_charge=+1 e_lumo_ha="-0.19848 / -0.19846"
C 1.019159 -1.129425 0.043296 -4.060 1.107 -0.383
H 1.791690 -1.773043 0.184275 1.382 -2.948 0.256
C -0.286185 -1.536324 -0.118430 1.343 -1.973 0.642
Cl 3.320042 0.166682 0.585245 -1.028 0.276 -0.178
Cl -3.352032 0.868020 0.437658 -0.941 0.463 0.321
N 0.840873 2.392722 -0.586890 -0.274 1.115 0.368
H -1.080763 0.777502 1.129396 -0.280 -0.430 0.784
C 1.590605 0.121457 0.105481 1.379 1.218 0.284
C -1.866608 0.197984 0.651381 1.349 0.104 -1.911
C 1.102799 1.285283 -0.309618 0.971 0.489 -0.340
H -0.413158 -2.663817 -0.051565 -0.361 1.740 -0.462
N -1.518469 -0.787619 -0.119705 0.700 -0.435 0.212
H -2.225911 -1.118260 -0.791042 0.182 -0.099 0.588
H 1.077959 3.198840 -1.159478 -0.362 -0.628 -0.182

=====

Entry 3:
15
Properties=species:S:1:pos:R:3:forces:R:3 method="wB97M-V/def2-TZVPD" homo_lumo_gap_ha=0.3444 e_lumo_ha=-0.00917
S -1.258713 1.001778 -0.670664 0.458 -1.524 0.324
Si 1.622773 -0.272515 -0.025383 -1.103 -2.420 -1.787
Cl 2.094878 2.497850 -0.550976 0.786 0.728 0.350
Cl 2.652292 -0.822534 1.658592 -0.244 0.526 -0.648
H -3.667906 0.610571 -0.271285 0.632 0.110 0.203
H -0.489711 -1.366465 2.121653 -1.139 1.054 -2.291
C -0.974715 -0.777263 1.219819 1.310 -0.120 1.041
H 2.996094 0.594761 -1.785529 2.216 -0.113 -1.597
H 1.195447 1.084192 -1.996946 1.240 -1.139 -0.220
C -0.226190 -0.084041 0.276881 0.601 0.126 0.513
C 2.114107 0.913234 -1.381455 -3.527 0.886 2.042
H -3.121829 -0.967974 1.820127 1.200 0.780 -1.723
C -2.362385 -0.525692 1.067260 -1.225 -1.054 1.881
Cl 2.083430 -2.220871 -1.534645 -0.621 1.967 1.734
C -2.657566 0.334976 0.052546 -0.585 0.190 0.178

=====

How do the records compare in max |F|? In the order shown, they have 1.5, 4.2, 4.2 eV/A.
How do the records compare in relative energy (zero: lowest compared OMol25 entry of this formula, charge and spin)? In the order shown, they have 19.78, 80.91, 17.40 kcal per mole.